# 1
The following is a DFT calculation (ωB97M-V/def2-TZVPD) of 2 unconnected molecules or ions with the total composition C3H5NO2.

Output
SMILES   [H]/N=C/C=O.C=O
Electronic energy   -8773.8966 eV

The geometry in ORCA input format:
```
! wB97M-V def2-TZVPD RIJCOSX def2/J DEFGRID3
* xyz 0 1
H 2.538 -0.745 -0.637
N 1.580 -0.952 -0.939
C 0.791 -0.728 0.024
C -0.669 -1.025 0.162
O -1.585 -0.239 0.303
H 1.033 -0.624 1.098
H -0.860 -2.081 0.383
C -0.737 1.545 -0.090
O 0.450 1.365 0.134
H -1.177 1.449 -1.097
H -1.364 2.034 0.660
*
```

=====

# 2
The following is a DFT calculation (ωB97M-V/def2-TZVPD) of a molecular structure, C27H28AsBGaN4O10S2.

Output
Electronic energy   -190457.7320 eV

The geometry in ORCA input format:
```
! wB97M-V def2-TZVPD RIJCOSX def2/J DEFGRID3
* xyz -1 1
Ga -0.832 1.229 0.174
B -3.321 -0.918 0.459
N -2.183 -1.042 1.517
C -1.978 -1.982 2.433
C -0.822 -1.681 3.141
C -0.362 -0.504 2.566
N -1.198 -0.128 1.596
N -2.646 -0.857 -0.942
C -2.873 -1.606 -2.019
C -2.064 -1.163 -3.055
C -1.343 -0.110 -2.503
N -1.707 0.060 -1.234
H -3.932 0.104 0.653
H -3.999 -1.913 0.513
H -2.667 -2.805 2.514
H -0.382 -2.236 3.951
H 0.502 0.099 2.785
H -3.597 -2.402 -1.972
H -2.014 -1.541 -4.061
H -0.605 0.545 -2.938
O 3.447 0.173 -0.654
As 2.302 1.546 -0.721
O 2.469 2.170 -2.208
O 0.862 0.722 -0.374
C 3.012 2.526 0.803
C 4.366 2.365 1.072
C 4.970 3.095 2.089
C 4.227 3.986 2.848
C 2.872 4.148 2.593
C 2.277 3.421 1.580
S 0.543 3.607 1.238
O -0.040 2.351 1.792
O 0.093 4.807 1.881
O 0.470 3.548 -0.217
H 3.790 0.111 -1.556
H 4.948 1.665 0.491
H 6.028 2.965 2.281
H 4.700 4.559 3.636
H 2.267 4.841 3.162
C 3.885 -7.959 -0.116
C 3.221 -6.609 -0.169
C 1.841 -6.491 -0.282
C 1.226 -5.246 -0.308
C 2.002 -4.105 -0.229
C 3.381 -4.196 -0.100
C 3.983 -5.443 -0.079
S 1.198 -2.494 -0.212
C 1.614 -2.083 -1.920
O -0.263 -2.759 -0.212
H 3.191 -8.750 -0.396
H 4.250 -8.176 0.890
H 4.741 -8.005 -0.790
H 1.235 -7.388 -0.350
H 0.151 -5.135 -0.384
H 3.978 -3.295 -0.014
H 5.060 -5.517 0.016
H 1.053 -2.766 -2.558
H 2.686 -2.191 -2.077
H 1.295 -1.057 -2.079
O -4.214 3.658 1.430
C -4.485 4.209 0.235
C -5.562 5.098 0.175
C -5.904 5.706 -1.015
C -5.184 5.445 -2.178
C -4.121 4.566 -2.121
C -3.755 3.936 -0.932
C -2.586 3.006 -0.978
O -1.939 2.822 -1.988
O -2.271 2.459 0.182
H -3.449 3.057 1.303
H -6.111 5.292 1.088
H -6.741 6.394 -1.037
H -5.451 5.925 -3.110
H -3.530 4.336 -2.998
*
```

=====

# 3
The following is a DFT calculation (ωB97M-V/def2-TZVPD) of a single C4H10N4O molecule.

Output
SMILES   CC(=O)/C(N)=N\N(C)N
Electronic energy   -12315.4733 eV

The geometry in ORCA input format:
```
! wB97M-V def2-TZVPD RIJCOSX def2/J DEFGRID3
* xyz 0 1
C -1.244 -1.221 -1.271
C -0.207 -1.573 -0.241
O -0.218 -2.614 0.412
C 1.112 -0.761 -0.295
N 2.277 -1.440 -0.551
N 1.096 0.469 0.119
N -0.184 0.852 0.550
C -0.674 2.131 0.012
N -0.173 0.872 1.968
H -2.118 -0.798 -0.772
H -0.855 -0.512 -2.006
H -1.539 -2.129 -1.802
H 2.233 -2.419 -0.275
H 3.086 -0.956 -0.178
H 0.118 2.679 -0.511
H -1.472 1.933 -0.711
H -1.086 2.804 0.772
H 0.707 1.208 2.359
H -0.858 1.476 2.421
*
```

=====

no.,HOMO-LUMO gap (hartree)
1,0.3611
2,0.2961
3,0.3195